16
Properties=species:S:1:pos:R:3 method="wB97M-V/def2-TZVPD" e_tot_ev=-6382.3988 de_lowest_ev=1.461 lumo_energy_ev=1.3 orbital_gap_ev=10.77 smiles=C[C@H]1C[C@H]2C[C@H]21
C 1.64 -0.46 0.80
C 0.27 -0.83 0.25
C -1.03 -0.23 0.87
C -1.39 0.33 -0.51
C -0.36 1.31 -0.96
C -0.06 -0.16 -1.07
H 1.68 -0.27 1.87
H 2.42 -1.20 0.58
H 1.88 0.48 0.28
H 0.13 -1.91 0.13
H -1.73 -0.98 1.24
H -0.87 0.52 1.66
H -2.36 0.23 -0.99
H 0.14 1.97 -0.24
H -0.56 1.79 -1.91
H 0.18 -0.59 -2.04



21
Properties=species:S:1:pos:R:3 method="wB97M-V/def2-TZVPD" e_tot_ev=-13586.3113 de_lowest_ev=3.920 lumo_energy_ev=0.7 orbital_gap_ev=8.34 smiles="C=C1C[C@@H]1c1oc(O)cc1C"
C -2.26 0.83 -0.04
C -0.93 1.23 -0.23
C -0.18 0.09 -0.26
C -2.15 -0.53 0.22
C 1.87 -1.38 -0.05
C 1.92 -2.66 -0.37
C 2.08 -0.29 0.90
C 1.25 -0.06 -0.40
C -0.42 2.60 -0.48
O -0.96 -0.99 -0.03
O -3.11 -1.41 0.49
H -3.22 1.36 -0.05
H 1.57 -2.89 -1.38
H 2.31 -3.48 0.25
H 1.40 -0.29 1.93
H 3.06 0.19 0.90
H 1.78 0.49 -1.12
H -0.93 3.20 0.43
H 0.69 2.82 -0.68
H -1.05 3.03 -1.30
H -2.72 -1.85 1.27



115
Properties=species:S:1:pos:R:3 method="wB97M-V/def2-TZVPD" e_tot_ev=-112630.0614 de_lowest_ev=5.722 lumo_energy_ev=0.3 orbital_gap_ev=8.12
Tl 0.67 -1.20 -0.45
C 3.99 -0.66 1.98
C 2.74 0.04 2.40
C 2.68 1.54 2.36
C 1.08 1.05 4.14
C 0.22 1.56 5.29
N 0.48 0.01 3.20
N 1.72 -0.69 2.65
B -1.70 -0.46 1.69
N -1.30 -1.96 1.76
N -0.16 -2.38 1.18
C 0.19 -3.57 1.67
C 1.45 -4.25 1.25
C -0.77 -3.94 2.61
C -1.68 -2.89 2.65
C -2.84 -2.69 3.56
N -2.26 -0.25 0.23
N -1.58 -0.64 -0.88
C -2.25 -0.22 -1.94
C -1.72 -0.36 -3.32
C -3.42 0.42 -1.52
C -3.39 0.38 -0.14
C -4.38 0.93 0.82
H 4.78 -0.46 2.72
H 3.82 -1.73 1.92
H 4.33 -0.27 1.02
H 2.72 1.91 1.34
H 0.91 1.91 6.06
H -0.42 2.39 5.02
H -0.37 0.74 5.69
H -2.64 -0.30 2.40
H 2.10 -3.53 0.74
H 1.99 -4.62 2.12
H 1.24 -5.08 0.57
H -0.79 -4.83 3.21
H -3.07 -3.61 4.09
H -2.58 -1.92 4.29
H -3.72 -2.36 3.02
H -0.86 -1.04 -3.35
H -2.48 -0.73 -4.01
H -1.39 0.61 -3.68
H -4.18 0.87 -2.14
H -5.22 1.36 0.27
H -4.76 0.17 1.50
H -3.93 1.72 1.43
C 1.77 2.99 -3.85
C 1.58 1.49 -3.97
C 0.99 1.07 -5.30
O 2.89 0.82 -3.90
P 3.39 0.23 -2.51
S 3.60 1.43 -1.04
S 2.12 -1.47 -2.29
O 4.76 -0.44 -2.92
C 5.22 -0.97 -4.20
C 5.68 0.17 -5.08
C 4.22 -1.89 -4.87
H 0.81 3.48 -3.98
H 2.46 3.35 -4.61
H 2.15 3.24 -2.86
H 0.97 1.13 -3.15
H 1.62 1.40 -6.12
H 0.00 1.52 -5.42
H 0.89 -0.01 -5.35
H 6.09 -1.56 -3.89
H 4.83 0.76 -5.43
H 6.20 -0.24 -5.95
H 6.37 0.82 -4.54
H 3.33 -1.33 -5.18
H 3.92 -2.70 -4.21
H 4.68 -2.32 -5.76
C -2.94 -3.55 -0.77
N -2.59 -3.60 -2.18
C -3.62 -3.47 -3.20
C -2.83 -3.58 -4.52
N -1.50 -3.93 -4.04
C -1.38 -3.85 -2.69
S 0.04 -4.11 -1.85
H -3.79 -4.20 -0.59
H -3.19 -2.53 -0.47
H -2.08 -3.89 -0.19
H -4.14 -2.52 -3.10
H -4.35 -4.27 -3.10
H -2.82 -2.65 -5.08
H -3.23 -4.36 -5.17
H -0.67 -3.89 -4.61
O 0.16 1.84 -1.22
C -0.08 1.64 -0.03
N -0.97 2.41 0.72
C -0.70 2.12 2.14
C -0.37 0.57 1.98
O -0.21 -0.85 3.92
N 0.41 0.63 0.73
C -1.93 2.52 2.96
C -2.52 1.69 3.90
C -3.66 2.09 4.58
C -4.23 3.33 4.34
C -3.63 4.18 3.41
C -2.49 3.77 2.74
C 0.58 2.89 2.53
C 1.60 2.09 3.22
C 3.02 2.57 3.42
C 3.23 3.97 3.00
C 2.26 4.66 2.38
C 0.94 4.10 2.09
H -1.01 3.37 0.44
H -2.08 0.72 4.11
H -4.11 1.43 5.31
H -5.12 3.64 4.87
H -4.06 5.15 3.22
H -2.05 4.45 2.02
H 1.89 0.49 4.60
H 3.53 2.23 4.32
H 4.17 4.44 3.23
H 2.45 5.68 2.07
H 0.27 4.71 1.48